Computed, not measured: a single C2HN3O2 molecule, with the ωB97M-V functional and the def2-TZVPD basis.

ORCA input file:
```
! wB97M-V def2-TZVPD RIJCOSX def2/J DEFGRID3
* xyz 0 1
C 0.875 -0.227 0.054
C 0.103 0.941 -0.133
H 0.798 1.880 -0.297
N -1.162 0.999 -0.012
N -1.087 -1.516 -0.053
N 0.161 -1.495 -0.161
O 2.061 -0.308 0.258
O -1.749 -0.275 0.344
*
```

Results
* SMILES: O=c1cnonn1
* energy relative to the best compared isomer or geometry (same formula, charge and spin): 535.71 kJ/mol
* E_tot: -10650.448 eV
* Kohn-Sham gap: 0.335 Ha
* HOMO energy: -10.64 eV